DFT (ωB97M-V/def2-TZVPD) results for a 3-piece molecular cluster, C3H12O2S2 overall.

The geometry in XYZ format:
```
19
Properties=species:S:1:pos:R:3:nbo_charge:R:1
C -0.7788 0.9496 0.8536 -0.628
C 0.4053 0.5765 -0.0475 -0.422
C -0.1741 -0.3337 -1.1605 -0.548
S 0.9493 -1.4507 -2.0367 0.082
S 1.2392 -3.1039 -0.6610 -0.155
H -1.4801 0.1180 0.9503 0.222
H -0.5311 1.3742 1.8410 0.214
H -1.3371 1.8332 0.4725 0.206
H 1.1686 -0.0336 0.4477 0.192
H 0.9315 1.4154 -0.4945 0.236
H -0.6527 0.2468 -1.9527 0.231
H -0.8536 -1.0181 -0.6543 0.233
H 0.9571 -2.2277 0.2767 0.125
O -2.3090 -2.4002 0.1858 -0.934
H -1.6937 -2.8168 -0.4322 0.473
H -3.0952 -2.3809 -0.3738 0.469
O 2.3880 2.9771 0.6060 -0.954
H 2.8286 2.4702 1.2666 0.479
H 2.0378 3.8045 0.9131 0.479
```

## Properties
E_HOMO: -8.268 eV
E_LUMO: 0.326 eV
HOMO-LUMO gap: 0.3158 Eh

***

DFT (ωB97M-V/def2-TZVPD) results for a 3-piece molecular cluster, C3H12O2S2 overall.

The geometry in XYZ format:
```
19
Properties=species:S:1:pos:R:3:nbo_charge:R:1
C -0.7301 1.5499 0.3148 -0.616
C -0.0821 0.2237 -0.3207 -0.415
C 0.6853 -0.6155 0.7868 -0.529
S 1.8829 -1.8668 0.0630 0.078
S 0.3329 -2.8047 -0.9495 -0.171
H -1.3057 1.2251 1.1793 0.216
H -1.4938 1.8520 -0.3736 0.220
H -0.0209 2.3196 0.5488 0.196
H -0.8677 -0.4347 -0.8510 0.232
H 0.7217 0.5800 -1.0165 0.195
H 1.2128 0.0126 1.5002 0.231
H -0.0318 -1.1112 1.4570 0.226
H 1.2172 -3.4105 -1.6984 0.142
O -1.8732 -2.2640 1.3517 -0.943
H -1.0201 -2.5798 0.9848 0.467
H -2.4602 -2.9554 1.0004 0.472
O 1.2801 3.7836 -1.1363 -0.942
H 1.4592 3.6252 -2.0916 0.472
H 1.0936 2.8710 -0.7491 0.469
```

## Properties
E_HOMO: -8.490 eV
E_LUMO: 0.169 eV
HOMO-LUMO gap: 0.3182 Eh

***

DFT (ωB97M-V/def2-TZVPD) results for a 3-piece molecular cluster, C3H12O3 overall.

The geometry in XYZ format:
```
18
Properties=species:S:1:pos:R:3:nbo_charge:R:1
C 0.2927 2.1550 1.9451 -0.666
C -0.9832 1.9699 1.0650 0.078
C -0.6460 2.1361 -0.4368 -0.632
O -1.5661 0.6239 1.2168 -0.708
H 1.2159 2.3391 1.3868 0.217
H 0.1593 3.0308 2.6264 0.224
H 0.6457 1.3207 2.5895 0.212
H -1.7217 2.7168 1.3223 0.171
H -1.2617 2.7835 -1.0613 0.215
H 0.3578 2.5642 -0.4371 0.199
H -0.6051 1.1580 -0.9569 0.227
H -0.9708 0.4229 1.9555 0.464
O 5.0835 -2.5373 -0.5544 -0.931
H 4.3921 -2.0166 -0.1426 0.465
H 5.8822 -2.2144 -0.1206 0.466
O -2.8610 -3.4242 -2.6692 -0.941
H -2.9695 -4.0066 -3.4255 0.470
H -2.1053 -2.8554 -2.8365 0.471
```

## Properties
E_HOMO: -10.252 eV
E_LUMO: 0.605 eV
HOMO-LUMO gap: 0.3990 Eh

***

DFT (ωB97M-V/def2-TZVPD) results for a 3-piece molecular cluster, C3H12O3 overall.

The geometry in XYZ format:
```
18
Properties=species:S:1:pos:R:3:nbo_charge:R:1
C 0.5137 1.1602 1.2244 -0.617
C -0.6483 1.3212 0.1085 -0.408
C -1.1809 0.1394 -0.5951 -0.068
O -2.0750 0.4308 -1.6219 -0.715
H 0.1543 0.5764 2.1189 0.213
H 0.9703 2.1598 1.3713 0.219
H 1.2557 0.5081 0.7182 0.201
H -1.5548 1.8236 0.5453 0.205
H -0.1214 2.0452 -0.6839 0.171
H -0.2811 -0.5657 -1.0069 0.135
H -1.5972 -0.5066 0.2319 0.169
H -1.4381 0.5605 -2.3420 0.483
O 2.7880 -2.9788 4.6579 -0.924
H 3.6295 -2.6675 5.0934 0.462
H 2.3612 -3.2762 5.4755 0.462
O -0.1718 0.2759 -4.0130 -0.925
H 0.7214 0.7036 -3.7740 0.470
H -0.5370 1.0901 -4.3584 0.467
```

## Properties
E_HOMO: -10.052 eV
E_LUMO: 0.521 eV
HOMO-LUMO gap: 0.3886 Eh

***

DFT (ωB97M-V/def2-TZVPD) results for a 3-piece molecular cluster, C3H12O3 overall.

The geometry in XYZ format:
```
18
Properties=species:S:1:pos:R:3:nbo_charge:R:1
C 2.0451 -0.5089 0.0960 -0.617
C 0.8651 0.4404 0.3879 -0.462
C -0.2857 0.4270 -0.6332 -0.069
O -0.9143 1.6335 -1.0726 -0.725
H 2.2082 -1.0889 1.0140 0.211
H 3.0281 -0.1601 -0.2047 0.222
H 1.7395 -1.3324 -0.5739 0.186
H 0.5926 0.2795 1.4361 0.222
H 1.1350 1.4984 0.2795 0.219
H -0.0388 -0.1243 -1.5300 0.164
H -1.1156 -0.1541 -0.1938 0.178
H -0.5004 1.8933 -1.8849 0.467
O -1.1203 -2.3356 -1.3114 -0.922
H -0.4721 -2.2743 -0.6031 0.462
H -0.5433 -2.4705 -2.0709 0.465
O -1.9849 1.5071 2.6072 -0.941
H -1.7764 1.6683 1.6804 0.474
H -2.8618 1.1016 2.5775 0.468
```

## Properties
E_HOMO: -10.370 eV
E_LUMO: 0.629 eV
HOMO-LUMO gap: 0.4042 Eh

***

DFT (ωB97M-V/def2-TZVPD) results for a 3-piece molecular cluster, C3H12O3 overall.

The geometry in XYZ format:
```
18
Properties=species:S:1:pos:R:3:nbo_charge:R:1
C 1.7579 3.3240 0.2491 -0.239
O 0.7104 2.7619 1.0419 -0.763
H 2.7214 3.2182 0.7476 0.158
H 1.7988 2.7997 -0.7057 0.164
H 1.5698 4.3876 0.1026 0.172
H 0.4681 1.8573 0.8309 0.499
C -1.8851 -2.1204 -1.2102 -0.259
O -2.2194 -1.3136 -0.0800 -0.742
H -1.9720 -1.6374 -2.1835 0.176
H -0.8426 -2.4329 -1.1509 0.188
H -2.5506 -2.9797 -1.1281 0.175
H -2.9998 -0.8143 -0.3317 0.479
C 0.8645 -1.4025 0.6534 -0.251
O 0.2198 -0.1359 0.5007 -0.771
H 0.1676 -2.0718 1.1580 0.174
H 1.1715 -1.7575 -0.3304 0.161
H 1.7404 -1.3569 1.3006 0.181
H -0.7206 -0.3257 0.5359 0.499
```

## Properties
E_HOMO: -9.588 eV
E_LUMO: 0.628 eV
HOMO-LUMO gap: 0.3754 Eh

***

DFT (ωB97M-V/def2-TZVPD) results for a 3-piece molecular cluster, C3H12O3S overall.

The geometry in XYZ format:
```
19
Properties=species:S:1:pos:R:3:nbo_charge:R:1
C -0.1604 1.7484 -0.1068 -0.082
O -0.4354 1.9671 1.2548 -0.714
C -1.1555 0.7385 -0.6925 -0.427
C -2.3111 1.3077 -1.5763 -0.565
S -3.3721 -0.0347 -2.2215 0.735
H 0.7262 1.1189 -0.2068 0.207
H -0.2309 2.7543 -0.5555 0.194
H 0.3414 2.4173 1.6180 0.485
H -1.6825 0.1523 0.0474 0.237
H -0.6227 -0.0346 -1.2940 0.217
H -3.0693 1.8179 -0.9444 0.279
H -2.0093 2.0151 -2.3741 0.299
H -2.3892 -0.8876 -2.1105 0.133
H 3.9480 0.3132 0.6879 0.482
H 2.4785 0.3294 0.9724 0.459
O 3.1000 0.2417 0.2322 -0.939
H 2.2336 -4.5280 2.3307 0.466
H 2.4821 -6.0583 2.1839 0.474
O 2.1284 -5.3787 2.7551 -0.940
```

## Properties
multiplicity: 2
E_HOMO (spin up / spin down): -13.278 / -13.278 eV
E_LUMO (spin up / spin down): -4.186 / -9.241 eV
net charge: +1
HOMO-LUMO gap (spin up / spin down): 0.3341 / 0.1484 Eh

***

DFT (ωB97M-V/def2-TZVPD) results for a 5-piece molecular cluster, C3H12O4 overall.

The geometry in XYZ format:
```
19
Properties=species:S:1:pos:R:3:nbo_charge:R:1
C 2.1583 -0.9080 -2.3030 -0.694
C 1.7674 0.4564 -1.9145 -0.093
C 0.9363 0.6664 -0.7698 0.245
O 0.5739 1.7639 -0.3358 -0.525
H 1.5343 -1.5970 -1.7279 0.254
H 3.2094 -1.1762 -2.0706 0.222
H 2.0523 -1.1077 -3.3714 0.216
H 2.0801 1.3375 -2.4824 0.179
H 0.5892 -0.2444 -0.2473 0.187
H -0.6164 2.3613 2.9835 0.027
H -2.3659 0.3829 1.0000 0.515
H -1.4523 1.3997 0.2722 0.461
O -2.2688 1.3434 0.7713 -1.023
H -2.8845 -1.4268 2.2537 0.418
H -1.0080 2.9939 3.0067 -0.028
O -2.0371 -1.0459 2.0188 -1.252
H -1.0501 -1.8275 1.2512 0.516
H 0.2827 -2.6209 1.4932 0.440
O -0.1742 -2.1683 0.7778 -1.065
```

## Properties
multiplicity: 2
E_HOMO (spin up / spin down): -4.096 / -4.096 eV
E_LUMO (spin up / spin down): 3.385 / 1.708 eV
net charge: -1
HOMO-LUMO gap (spin up / spin down): 0.2749 / 0.2133 Eh

***

DFT (ωB97M-V/def2-TZVPD) results for a 4-piece molecular cluster, C3H12O4 overall.

The geometry in XYZ format:
```
19
Properties=species:S:1:pos:R:3:nbo_charge:R:1
C 1.1328 2.9020 -1.7081 -0.628
C 1.0712 1.4214 -1.9461 -0.311
C 0.8800 0.5496 -0.9316 0.150
O -0.1578 -0.3201 -0.9538 -0.701
H 1.8695 3.4205 -2.3355 0.201
H 1.4489 3.1315 -0.6877 0.204
H 0.1738 3.3795 -1.9027 0.215
H 0.6367 1.0436 -2.8708 0.194
H 1.5269 0.5842 -0.0575 0.144
H 0.0976 -1.1354 -0.4793 0.511
O 0.8410 -2.4629 0.6016 -0.966
H 0.1737 -2.7582 1.2327 0.507
H 1.6626 -2.4155 1.1026 0.478
O -1.5382 -0.1369 2.0129 -0.960
H -1.0089 0.3032 1.3332 0.492
H -1.8023 0.6099 2.5625 0.475
O -2.0495 -2.7996 1.4169 -0.973
H -2.2763 -1.9245 1.7710 0.499
H -2.6817 -3.3924 1.8397 0.469
```

## Properties
E_HOMO: -7.998 eV
E_LUMO: 0.473 eV
HOMO-LUMO gap: 0.3113 Eh

***

DFT (ωB97M-V/def2-TZVPD) results for a 4-piece molecular cluster, C3H12O4 overall.

The geometry in XYZ format:
```
19
Properties=species:S:1:pos:R:3:nbo_charge:R:1
C 0.6183 1.7906 2.3304 -0.602
C 1.3024 1.4874 0.9803 -0.517
C 0.3214 0.8493 0.0390 0.476
O 0.5871 -0.0678 -0.7003 -0.604
H -0.1574 2.5408 2.2306 0.212
H 0.1585 0.9106 2.7633 0.213
H 1.3764 2.1647 3.0191 0.217
H 2.1022 0.7588 1.1578 0.228
H 1.6259 2.4310 0.5373 0.235
H -0.7003 1.2650 0.0586 0.148
O -1.8217 -1.7304 -0.9449 -0.982
H -1.9317 -2.6611 -1.1503 0.484
H -0.8750 -1.5375 -0.8833 0.503
O -2.9110 0.6580 0.2592 -0.979
H -2.6133 -0.1061 -0.2566 0.500
H -3.7867 0.4421 0.5880 0.472
O 2.3967 -2.1816 -1.5466 -0.957
H 2.3718 -2.3893 -2.4932 0.462
H 1.9239 -1.3397 -1.4744 0.489
```

## Properties
E_HOMO: -10.280 eV
E_LUMO: 0.795 eV
HOMO-LUMO gap: 0.4070 Eh

***

| no. | energy (eV) |
| --- | --- |
| 1 | -29070.472 |
| 2 | -29070.213 |
| 3 | -9447.034 |
| 4 | -9446.764 |
| 5 | -9447.055 |
| 6 | -9446.685 |
| 7 | -20273.101 |
| 8 | -11494.028 |
| 9 | -11494.423 |
| 10 | -11495.590 |